# 1
{
  "formula": "C27H72N10O11",
  "method": "wB97M-V/def2-TZVPD",
  "orbital_gap_ev": 7.6,
  "fmax_ev_per_a": 9.1,
  "smiles": "COCCNCCOC.COCCNCCOC.COCCNCCOC.COCCNCCOC.NC(N)=O.NC(N)=O.NC(N)=O",
  "homo_ev": -7.51,
  "charge": 0,
  "elements": ["C", "O", "C", "C", "N", "C", "C", "O", "C", "H", "H", "H", "H", "H", "H", "H", "H", "H", "H", "H", "H", "H", "H", "H", "C", "O", "C", "C", "N", "C", "C", "O", "C", "H", "H", "H", "H", "H", "H", "H", "H", "H", "H", "H", "H", "H", "H", "H", "C", "O", "C", "C", "N", "C", "C", "O", "C", "H", "H", "H", "H", "H", "H", "H", "H", "H", "H", "H", "H", "H", "H", "H", "C", "O", "C", "C", "N", "C", "C", "O", "C", "H", "H", "H", "H", "H", "H", "H", "H", "H", "H", "H", "H", "H", "H", "H", "C", "O", "N", "N", "H", "H", "H", "H", "C", "O", "N", "N", "H", "H", "H", "H", "C", "O", "N", "N", "H", "H", "H", "H"],
  "xyz": [[19.70, -8.70, -1.63], [18.94, -9.94, -1.82], [19.16, -10.48, -3.12], [18.65, -11.86, -3.37], [18.83, -12.61, -2.13], [17.75, -13.56, -1.79], [17.91, -14.12, -0.35], [18.26, -13.08, 0.46], [18.45, -13.44, 1.89], [19.38, -7.98, -2.37], [20.79, -8.80, -1.68], [19.51, -8.32, -0.62], [20.22, -10.48, -3.39], [18.60, -9.85, -3.81], [19.19, -12.36, -4.18], [17.58, -11.83, -3.58], [18.93, -11.86, -1.46], [17.82, -14.37, -2.52], [16.78, -13.07, -1.79], [18.72, -14.84, -0.23], [16.95, -14.50, 0.01], [18.89, -12.58, 2.39], [19.09, -14.31, 2.04], [17.50, -13.71, 2.35], [13.97, -6.80, 3.96], [13.56, -7.59, 5.09], [12.32, -8.25, 4.99], [11.26, -7.22, 5.53], [11.34, -6.97, 6.94], [11.17, -8.13, 7.79], [11.63, -7.75, 9.25], [13.06, -7.44, 9.08], [13.74, -6.63, 9.99], [14.25, -7.41, 3.10], [14.85, -6.18, 4.15], [13.21, -6.03, 3.84], [12.29, -9.21, 5.50], [12.10, -8.59, 3.98], [10.23, -7.58, 5.51], [11.38, -6.35, 4.88], [12.15, -6.47, 7.25], [11.90, -8.88, 7.50], [10.10, -8.35, 7.84], [11.39, -8.52, 9.99], [11.15, -6.81, 9.53], [13.38, -5.61, 9.92], [14.83, -6.62, 9.95], [13.39, -6.93, 10.98], [13.08, -5.65, 0.59], [13.70, -6.34, -0.58], [15.08, -6.05, -0.88], [15.96, -6.82, 0.07], [15.60, -8.20, 0.43], [16.14, -9.08, -0.62], [15.29, -10.35, -0.45], [13.96, -10.22, -0.75], [13.05, -10.01, 0.23], [12.82, -6.49, 1.24], [12.31, -4.90, 0.44], [13.95, -5.26, 1.12], [15.32, -4.99, -0.95], [15.21, -6.35, -1.92], [15.84, -6.28, 1.01], [17.01, -6.83, -0.21], [14.60, -8.23, 0.32], [17.16, -9.47, -0.52], [15.93, -8.78, -1.65], [15.37, -10.92, 0.47], [15.59, -11.04, -1.23], [12.20, -9.61, -0.32], [13.38, -9.38, 1.06], [12.82, -10.92, 0.77], [12.08, -2.82, -1.77], [10.76, -2.20, -1.64], [10.60, -1.12, -0.70], [9.25, -0.39, -0.72], [8.32, -1.37, -1.14], [7.07, -0.99, -1.68], [6.25, -2.18, -2.03], [6.81, -2.82, -3.23], [5.95, -3.87, -3.78], [11.95, -3.63, -2.49], [12.42, -3.06, -0.77], [12.80, -2.07, -2.13], [11.37, -0.37, -0.91], [10.86, -1.46, 0.30], [9.32, 0.29, -1.57], [8.94, 0.24, 0.12], [8.81, -2.21, -1.43], [7.41, -0.41, -2.55], [6.62, -0.24, -1.02], [5.20, -1.91, -1.95], [6.52, -2.89, -1.25], [4.90, -3.67, -3.96], [5.97, -4.78, -3.19], [6.28, -3.91, -4.82], [12.53, -14.25, -1.61], [13.57, -14.80, -1.95], [12.30, -13.17, -0.95], [11.42, -14.84, -1.90], [11.36, -12.88, -0.74], [13.12, -12.60, -0.82], [11.28, -15.64, -2.50], [10.64, -14.20, -1.88], [18.27, -7.09, 3.18], [17.84, -5.96, 2.86], [19.22, -7.21, 4.02], [17.79, -8.25, 2.84], [19.66, -6.32, 4.21], [19.29, -8.05, 4.58], [17.06, -8.20, 2.14], [18.13, -9.07, 3.34], [16.66, -3.26, 1.20], [16.22, -2.27, 0.65], [16.48, -3.52, 2.38], [17.55, -4.08, 0.67], [16.95, -4.34, 2.72], [15.97, -2.82, 2.90], [17.81, -3.99, -0.30], [18.10, -4.76, 1.18]]
}

=====

# 2
{
  "formula": "C27H72N9O30P3",
  "method": "wB97M-V/def2-TZVPD",
  "orbital_gap_ev": 8.5,
  "fmax_ev_per_a": 4.2,
  "smiles": "CCOP(=O)(OCC)OCC.CCOP(=O)(OCC)OCC.CCOP(=O)(OCC)OCC.C[N+](=O)[O-].C[N+](=O)[O-].C[N+](=O)[O-].C[N+](=O)[O-].C[N+](=O)[O-].C[N+](=O)[O-].C[N+](=O)[O-].C[N+](=O)[O-].C[N+](=O)[O-]",
  "homo_ev": -10.26,
  "charge": 0,
  "elements": ["C", "C", "O", "P", "O", "O", "C", "C", "O", "C", "C", "H", "H", "H", "H", "H", "H", "H", "H", "H", "H", "H", "H", "H", "H", "H", "C", "C", "O", "P", "O", "O", "C", "C", "O", "C", "C", "H", "H", "H", "H", "H", "H", "H", "H", "H", "H", "H", "H", "H", "H", "H", "C", "C", "O", "P", "O", "O", "C", "C", "O", "C", "C", "H", "H", "H", "H", "H", "H", "H", "H", "H", "H", "H", "H", "H", "H", "H", "C", "N", "O", "O", "H", "H", "H", "C", "N", "O", "O", "H", "H", "H", "C", "N", "O", "O", "H", "H", "H", "C", "N", "O", "O", "H", "H", "H", "C", "N", "O", "O", "H", "H", "H", "C", "N", "O", "O", "H", "H", "H", "C", "N", "O", "O", "H", "H", "H", "C", "N", "O", "O", "H", "H", "H", "C", "N", "O", "O", "H", "H", "H"],
  "xyz": [[19.37, 19.41, 2.64], [17.88, 19.78, 2.76], [17.60, 21.14, 2.72], [17.36, 21.79, 1.20], [18.38, 21.35, 0.15], [17.15, 23.37, 1.43], [18.29, 24.19, 1.43], [18.09, 25.12, 2.56], [15.79, 21.38, 0.79], [14.70, 21.52, 1.63], [14.05, 22.88, 1.49], [19.91, 19.93, 3.43], [19.56, 18.34, 2.68], [19.86, 19.79, 1.75], [17.31, 19.25, 2.00], [17.51, 19.36, 3.70], [19.17, 23.55, 1.53], [18.44, 24.64, 0.45], [18.87, 25.87, 2.69], [17.24, 25.80, 2.57], [18.09, 24.51, 3.47], [13.87, 20.86, 1.40], [15.08, 21.41, 2.65], [13.31, 23.02, 2.28], [14.73, 23.72, 1.37], [13.37, 22.76, 0.65], [16.82, 22.77, 5.16], [18.34, 22.58, 5.37], [18.55, 22.50, 6.79], [18.62, 21.08, 7.60], [17.35, 20.30, 7.47], [19.85, 20.29, 6.90], [21.16, 20.83, 7.08], [22.14, 20.01, 6.17], [19.07, 21.39, 9.16], [18.89, 20.36, 10.13], [19.87, 20.61, 11.30], [16.50, 23.61, 5.77], [16.49, 22.85, 4.12], [16.25, 21.90, 5.49], [18.74, 21.68, 4.90], [18.95, 23.41, 5.00], [21.18, 21.91, 6.91], [21.51, 20.82, 8.11], [23.17, 20.33, 6.08], [22.09, 18.98, 6.54], [21.75, 19.96, 5.16], [17.89, 20.53, 10.51], [18.96, 19.34, 9.74], [20.93, 20.63, 11.02], [19.73, 21.55, 11.83], [19.82, 19.87, 12.10], [21.13, 14.08, 9.55], [21.51, 15.05, 10.66], [21.91, 14.44, 11.85], [22.01, 15.24, 13.30], [22.16, 14.37, 14.49], [23.17, 16.34, 13.23], [24.52, 15.88, 13.17], [25.51, 16.81, 13.95], [20.70, 16.13, 13.33], [19.46, 15.53, 13.77], [18.72, 14.83, 12.60], [20.13, 13.69, 9.70], [21.31, 14.53, 8.58], [21.78, 13.21, 9.47], [22.34, 15.69, 10.36], [20.69, 15.74, 10.87], [24.53, 14.86, 13.55], [24.80, 15.86, 12.12], [25.75, 17.71, 13.40], [25.15, 17.14, 14.92], [26.46, 16.28, 14.12], [19.51, 14.95, 14.69], [18.80, 16.32, 14.12], [19.27, 14.00, 12.15], [17.77, 14.56, 13.04], [18.49, 15.44, 11.72], [23.38, 15.06, 6.13], [24.22, 16.08, 6.79], [24.33, 17.13, 6.21], [24.69, 15.82, 7.89], [22.51, 15.55, 5.71], [23.08, 14.24, 6.78], [23.96, 14.63, 5.31], [15.25, 15.10, 7.22], [14.55, 14.53, 8.39], [13.57, 13.80, 8.26], [15.03, 14.87, 9.46], [14.89, 14.57, 6.34], [16.31, 14.92, 7.37], [15.02, 16.16, 7.23], [13.46, 19.86, 6.45], [12.79, 20.94, 5.64], [12.43, 21.97, 6.19], [12.88, 20.83, 4.39], [14.39, 20.22, 6.88], [13.81, 19.00, 5.87], [12.77, 19.59, 7.25], [18.87, 17.28, 6.44], [19.40, 17.00, 7.82], [20.64, 16.92, 7.94], [18.62, 17.06, 8.79], [18.15, 18.09, 6.54], [18.40, 16.42, 5.98], [19.69, 17.65, 5.82], [15.34, 18.27, 9.74], [13.85, 18.09, 9.75], [13.36, 17.70, 8.69], [13.12, 18.40, 10.72], [15.90, 17.79, 10.54], [15.64, 19.32, 9.83], [15.77, 17.91, 8.81], [16.63, 14.94, 2.27], [16.01, 15.79, 3.32], [16.57, 16.75, 3.77], [14.94, 15.41, 3.73], [17.47, 15.45, 1.82], [16.01, 14.72, 1.40], [17.05, 14.03, 2.71], [23.30, 18.65, 9.39], [24.18, 18.75, 10.62], [23.74, 19.28, 11.65], [25.29, 18.32, 10.42], [22.26, 18.54, 9.70], [23.73, 17.83, 8.81], [23.52, 19.50, 8.75], [21.96, 15.03, 1.70], [20.65, 15.19, 2.44], [20.73, 15.89, 3.50], [19.68, 14.51, 2.11], [22.82, 15.59, 2.08], [21.78, 15.14, 0.63], [22.16, 13.96, 1.74], [20.07, 13.32, 5.61], [18.74, 13.62, 6.28], [17.76, 13.75, 5.53], [18.64, 13.77, 7.51], [19.94, 13.66, 4.58], [20.40, 12.29, 5.78], [20.85, 13.86, 6.13]]
}

=====

# 3
{
  "formula": "C27H74N20O11",
  "method": "wB97M-V/def2-TZVPD",
  "orbital_gap_ev": 9.0,
  "fmax_ev_per_a": 4.5,
  "smiles": "CC1(C)CCCC(C)(C)N1O.CC1(C)CCCC(C)(C)N1O.NC(N)=O.NC(N)=O.NC(N)=O.NC(N)=O.NC(N)=O.NC(N)=O.NC(N)=O.NC(N)=O.NC(N)=O",
  "homo_ev": -8.54,
  "charge": 0,
  "elements": ["C", "C", "C", "C", "C", "C", "N", "O", "C", "C", "C", "H", "H", "H", "H", "H", "H", "H", "H", "H", "H", "H", "H", "H", "H", "H", "H", "H", "H", "H", "C", "C", "C", "C", "C", "C", "N", "O", "C", "C", "C", "H", "H", "H", "H", "H", "H", "H", "H", "H", "H", "H", "H", "H", "H", "H", "H", "H", "H", "H", "C", "O", "N", "N", "H", "H", "H", "H", "C", "O", "N", "N", "H", "H", "H", "H", "C", "O", "N", "N", "H", "H", "H", "H", "C", "O", "N", "N", "H", "H", "H", "H", "C", "O", "N", "N", "H", "H", "H", "H", "C", "O", "N", "N", "H", "H", "H", "H", "C", "O", "N", "N", "H", "H", "H", "H", "C", "O", "N", "N", "H", "H", "H", "H", "C", "O", "N", "N", "H", "H", "H", "H"],
  "xyz": [[12.81, 11.72, 9.06], [12.47, 12.63, 10.18], [13.58, 12.96, 11.07], [14.66, 13.85, 10.42], [14.02, 15.18, 9.96], [12.80, 15.02, 9.08], [11.87, 13.96, 9.75], [10.73, 13.78, 8.91], [11.98, 16.33, 8.97], [13.19, 14.68, 7.63], [11.35, 12.04, 11.04], [12.13, 11.68, 8.22], [12.81, 10.67, 9.37], [13.80, 11.89, 8.70], [13.01, 13.45, 11.85], [13.99, 12.04, 11.52], [15.13, 13.38, 9.55], [15.45, 14.05, 11.17], [14.77, 15.81, 9.45], [13.74, 15.79, 10.82], [11.24, 16.26, 8.21], [11.49, 16.65, 9.89], [12.74, 17.09, 8.67], [13.70, 13.74, 7.48], [12.38, 14.63, 6.87], [13.83, 15.49, 7.28], [10.54, 11.66, 10.46], [11.00, 12.78, 11.78], [11.87, 11.21, 11.49], [11.10, 13.56, 8.02], [9.60, 17.49, 15.53], [9.45, 16.69, 16.83], [8.06, 16.82, 17.47], [6.98, 16.11, 16.57], [7.37, 14.62, 16.41], [8.72, 14.42, 15.78], [9.66, 15.24, 16.58], [10.97, 15.07, 16.10], [9.11, 12.98, 16.08], [8.74, 14.65, 14.33], [10.47, 17.26, 17.79], [9.56, 18.56, 15.66], [8.81, 17.16, 14.87], [10.62, 17.21, 15.15], [8.11, 16.26, 18.40], [7.75, 17.82, 17.84], [6.93, 16.59, 15.61], [6.00, 16.15, 17.03], [6.56, 14.10, 15.94], [7.55, 14.18, 17.39], [9.00, 12.83, 17.17], [8.45, 12.33, 15.51], [10.12, 12.80, 15.73], [8.27, 15.63, 14.17], [9.78, 14.55, 13.99], [8.16, 13.88, 13.81], [11.49, 16.95, 17.63], [10.34, 16.95, 18.84], [10.49, 18.33, 17.74], [11.07, 15.36, 15.18], [12.92, 16.29, 13.54], [11.95, 15.50, 13.42], [14.13, 15.87, 13.93], [12.97, 17.62, 13.26], [14.94, 16.46, 14.11], [14.17, 15.03, 14.47], [12.11, 18.06, 12.98], [13.59, 18.37, 13.56], [13.73, 12.26, 14.60], [14.77, 13.01, 14.74], [12.38, 12.56, 14.75], [14.05, 10.95, 14.28], [12.07, 13.50, 14.93], [11.78, 11.78, 14.62], [13.35, 10.24, 14.12], [15.01, 10.74, 14.16], [17.89, 13.00, 12.89], [17.97, 11.90, 12.36], [18.55, 14.06, 12.47], [17.19, 13.33, 14.00], [18.38, 15.00, 12.74], [18.82, 13.97, 11.51], [16.25, 12.96, 14.00], [17.26, 14.24, 14.42], [12.61, 13.63, 19.11], [13.55, 13.68, 19.91], [11.86, 14.74, 18.98], [12.20, 12.60, 18.37], [12.24, 15.57, 19.43], [11.32, 14.84, 18.13], [11.32, 12.60, 17.88], [12.67, 11.71, 18.43], [16.86, 8.84, 13.96], [16.12, 7.93, 14.26], [16.98, 9.88, 14.76], [17.34, 8.98, 12.68], [16.47, 10.11, 15.57], [17.53, 10.66, 14.46], [17.92, 9.76, 12.49], [17.47, 8.10, 12.21], [12.61, 8.06, 11.05], [11.68, 8.51, 10.39], [12.70, 6.88, 11.67], [13.75, 8.68, 11.38], [12.01, 6.27, 11.21], [13.63, 6.45, 11.70], [14.25, 8.26, 12.18], [13.73, 9.68, 11.33], [10.48, 9.49, 13.39], [11.50, 9.62, 14.04], [9.75, 10.56, 12.94], [9.93, 8.35, 13.02], [9.11, 10.34, 12.19], [10.24, 11.45, 12.79], [10.49, 7.52, 13.17], [9.38, 8.33, 12.18], [15.81, 16.09, 17.19], [15.98, 16.91, 16.28], [15.36, 14.75, 17.13], [16.04, 16.46, 18.43], [14.72, 14.47, 17.87], [15.09, 14.25, 16.27], [16.10, 17.47, 18.59], [15.65, 15.84, 19.16], [13.87, 9.08, 16.83], [13.08, 9.86, 17.31], [13.50, 8.20, 15.87], [15.20, 9.11, 17.02], [12.58, 8.37, 15.49], [14.17, 7.79, 15.26], [15.60, 8.32, 16.52], [15.55, 9.38, 17.92]]
}